(1)
Density functional theory data (ωB97M-V/def2-TZVPD) for a molecular structure, C16H40O8Sr.

Frontier orbital gap ... 2.88 eV
E_HOMO ... -5.45 eV
Energy relative to the best compared isomer or geometry (same formula, charge and spin) ... 9.050 eV
Spin multiplicity ... 1

Each line ends with the Mulliken charge.
Geometry (Å):
Sr (-1.874, -0.150, -0.758)  0.86
C (-4.854, 0.163, -4.542)  0.80
O (-5.591, 0.295, -5.511)  -0.56
O (-5.279, 0.072, -3.373)  -0.54
O (-3.617, 0.034, -4.663)  -0.55
C (3.907, -4.330, -3.164)  -1.09
C (3.717, -2.828, -2.955)  0.13
C (4.296, -2.065, -4.180)  -1.13
O (2.318, -2.635, -2.831)  -0.50
H (4.913, -4.634, -3.451)  0.35
H (3.301, -4.484, -4.057)  0.31
H (3.619, -4.936, -2.305)  0.27
H (4.302, -2.502, -2.095)  0.32
H (3.723, -2.214, -5.095)  0.35
H (5.305, -2.424, -4.384)  0.34
H (4.336, -1.017, -3.884)  0.29
H (1.997, -2.902, -3.695)  0.36
C (-4.378, 6.241, 2.341)  -1.14
C (-3.890, 4.872, 2.846)  0.14
C (-4.874, 4.400, 3.900)  -1.14
O (-3.968, 3.920, 1.824)  -0.51
H (-4.234, 7.028, 3.081)  0.36
H (-5.389, 6.118, 1.952)  0.29
H (-3.847, 6.634, 1.474)  0.33
H (-2.913, 4.925, 3.326)  0.31
H (-4.987, 5.215, 4.614)  0.34
H (-4.565, 3.503, 4.437)  0.30
H (-5.851, 4.222, 3.451)  0.34
H (-4.879, 3.993, 1.530)  0.36
C (-1.813, -7.089, -1.613)  -1.19
C (-2.097, -6.331, -0.325)  0.57
C (-1.044, -6.398, 0.766)  -1.30
O (-2.580, -5.073, -0.622)  -0.51
H (-2.645, -7.110, -2.316)  0.35
H (-1.523, -8.101, -1.330)  0.33
H (-0.938, -6.706, -2.138)  0.29
H (-2.980, -6.764, 0.145)  0.17
H (-0.117, -5.927, 0.437)  0.32
H (-0.734, -7.391, 1.090)  0.36
H (-1.381, -5.838, 1.639)  0.30
H (-3.451, -5.175, -1.013)  0.31
C (2.881, 4.938, -1.247)  -1.23
C (1.425, 4.534, -1.226)  0.35
C (0.452, 5.433, -1.994)  -1.31
O (1.385, 3.264, -1.747)  -0.52
H (3.442, 4.203, -0.671)  0.30
H (2.971, 5.886, -0.717)  0.36
H (3.308, 5.114, -2.235)  0.33
H (1.081, 4.426, -0.198)  0.28
H (0.820, 5.703, -2.984)  0.36
H (0.366, 6.389, -1.478)  0.37
H (-0.547, 5.010, -2.100)  0.34
H (1.532, 3.428, -2.682)  0.35
C (2.877, 0.765, 4.554)  -1.34
C (2.480, -0.409, 3.663)  0.39
C (2.985, -1.704, 4.279)  -1.21
O (1.093, -0.371, 3.513)  -0.54
H (3.942, 0.793, 4.784)  0.36
H (2.322, 0.806, 5.491)  0.40
H (2.777, 1.732, 4.061)  0.34
H (2.955, -0.245, 2.696)  0.29
H (2.975, -1.655, 5.368)  0.28
H (4.010, -1.905, 3.967)  0.35
H (2.307, -2.494, 3.956)  0.35
H (0.723, -0.252, 4.391)  0.34



(2)
Density functional theory data (ωB97M-V/def2-TZVPD) for C2HNO3 in the gas phase.

Frontier orbital gap (spin up / spin down) ... 8.55 / 8.55 eV
E_HOMO (spin up / spin down) ... -9.11 / -9.11 eV
Energy relative to the best compared isomer or geometry (same formula, charge and spin) ... 5.024 eV
Spin multiplicity ... 1

Each line ends with the Mulliken charge.
Geometry (Å):
C (-0.054, 0.113, 0.051)  0.20
C (-1.483, 0.160, 0.068)  0.66
N (1.237, -0.275, 0.042)  0.08
O (-0.727, 1.342, 0.046)  -0.36
O (-2.547, -0.304, 0.034)  -0.37
O (1.560, -1.496, 0.058)  -0.53
H (2.014, 0.460, -0.298)  0.32



(3)
Density functional theory data (ωB97M-V/def2-TZVPD) for 15 unconnected molecules or ions with the total composition C36H67F21N16O22.

Frontier orbital gap ... 10.04 eV
E_HOMO ... -9.59 eV
Spin multiplicity ... 1

Each line ends with the Mulliken charge.
Geometry (Å):
C (3.022, 7.147, -0.643)  -1.10
C (1.707, 6.800, -0.034)  -0.06
O (1.933, 5.928, 1.134)  -0.33
C (1.463, 4.662, 1.049)  0.15
O (0.931, 4.147, 0.110)  -0.37
C (1.517, 3.915, 2.358)  0.92
F (2.753, 3.694, 2.731)  -0.23
F (0.793, 4.556, 3.327)  -0.25
F (0.939, 2.689, 2.276)  -0.14
H (3.481, 6.308, -1.175)  0.28
H (3.721, 7.539, 0.132)  0.30
H (2.904, 8.044, -1.309)  0.37
H (0.971, 6.294, -0.680)  0.21
H (1.318, 7.734, 0.359)  0.27
C (2.755, 2.135, -2.243)  -0.98
C (2.182, 1.000, -1.435)  1.22
O (3.132, -0.103, -1.732)  0.04
C (3.609, -0.835, -0.726)  0.42
O (3.471, -0.730, 0.453)  -0.27
C (4.620, -1.895, -1.240)  0.41
F (5.755, -1.197, -1.601)  -0.27
F (4.974, -2.769, -0.354)  -0.19
F (4.211, -2.633, -2.308)  -0.17
H (2.173, 3.018, -1.926)  0.00
H (2.594, 2.134, -3.347)  0.02
H (3.832, 2.183, -1.959)  0.41
H (1.188, 0.697, -1.684)  -0.99
H (2.299, 1.195, -0.398)  0.31
C (0.282, -0.064, 8.557)  -1.31
C (0.193, 0.452, 7.095)  0.27
O (-0.154, 1.859, 7.064)  -0.32
C (-1.340, 2.124, 6.605)  0.34
O (-2.114, 1.358, 6.058)  -0.57
C (-1.690, 3.590, 6.724)  0.86
F (-3.009, 3.728, 6.581)  -0.25
F (-1.356, 4.146, 7.902)  -0.26
F (-1.061, 4.230, 5.730)  -0.16
H (1.201, 0.304, 8.996)  0.35
H (0.383, -1.150, 8.684)  0.32
H (-0.544, 0.347, 9.082)  0.39
H (-0.559, -0.094, 6.524)  0.02
H (1.147, 0.415, 6.589)  0.33
C (3.941, -1.021, 3.731)  -0.84
C (4.985, 0.116, 3.993)  -0.44
O (5.272, 0.683, 2.725)  -0.09
C (6.405, 1.462, 2.700)  0.24
O (7.237, 1.606, 3.535)  -0.50
C (6.501, 2.286, 1.327)  0.90
F (5.929, 1.696, 0.292)  -0.20
F (5.917, 3.478, 1.572)  -0.27
F (7.757, 2.475, 1.009)  -0.26
H (2.991, -0.663, 3.308)  -0.05
H (3.560, -1.504, 4.652)  0.44
H (4.334, -1.774, 3.095)  0.33
H (5.810, -0.451, 4.340)  0.37
H (4.608, 0.895, 4.657)  0.31
C (-1.320, 3.029, -2.146)  -0.53
C (-2.657, 3.473, -2.699)  -0.46
O (-2.823, 3.124, -4.087)  -0.21
C (-4.134, 3.185, -4.566)  0.27
O (-5.088, 3.457, -3.907)  -0.50
C (-4.321, 2.714, -5.952)  0.93
F (-5.280, 1.781, -6.092)  -0.25
F (-4.687, 3.780, -6.635)  -0.26
F (-3.183, 2.171, -6.501)  -0.20
H (-1.302, 3.262, -1.104)  0.28
H (-0.500, 3.509, -2.562)  0.68
H (-1.254, 1.897, -2.277)  -0.36
H (-2.801, 4.597, -2.610)  0.34
H (-3.418, 2.904, -2.153)  0.20
C (0.559, -5.882, -0.874)  -2.00
C (0.106, -4.441, -0.959)  2.22
O (0.666, -3.809, -2.094)  -0.48
C (-0.012, -2.861, -2.699)  -0.01
O (-1.223, -2.647, -2.589)  -0.47
C (0.804, -2.013, -3.671)  0.71
F (0.395, -0.712, -3.728)  0.07
F (2.104, -2.069, -3.459)  -0.08
F (0.699, -2.398, -5.021)  -0.39
H (0.269, -6.276, 0.073)  0.53
H (1.662, -5.994, -0.858)  0.38
H (0.156, -6.595, -1.609)  0.39
H (0.373, -3.816, -0.064)  -0.56
H (-0.963, -4.263, -1.044)  -0.58
C (5.231, -0.164, -5.222)  -1.15
C (4.048, -1.047, -5.686)  -0.06
O (2.870, -0.146, -5.806)  -0.11
C (2.388, 0.078, -6.982)  0.33
O (2.786, -0.428, -8.041)  -0.62
C (1.310, 1.216, -6.969)  0.83
F (0.957, 1.472, -8.207)  -0.24
F (0.175, 0.897, -6.309)  -0.22
F (1.799, 2.286, -6.335)  -0.24
H (6.171, -0.645, -5.280)  0.43
H (5.073, 0.232, -4.216)  0.16
H (5.369, 0.727, -5.895)  0.32
H (3.797, -1.722, -4.857)  -0.10
H (4.181, -1.481, -6.616)  0.65
C (-3.177, -1.328, -4.963)  0.54
O (-4.169, -1.246, -4.192)  -0.67
N (-2.405, -0.300, -5.326)  0.11
N (-2.877, -2.486, -5.574)  -0.50
H (-1.610, -0.553, -5.941)  0.07
H (-2.188, 0.503, -4.734)  -0.08
H (-1.887, -2.720, -5.816)  0.17
H (-3.375, -3.268, -5.247)  0.31
C (1.941, -4.367, 2.551)  0.34
O (1.163, -3.649, 1.968)  -0.37
N (2.097, -4.302, 3.891)  -0.27
N (2.789, -5.356, 2.031)  -0.64
H (2.918, -4.703, 4.319)  0.26
H (1.755, -3.526, 4.438)  0.21
H (2.649, -6.235, 2.463)  0.27
H (2.522, -5.467, 1.031)  0.21
C (-4.177, -4.102, -1.086)  0.45
O (-4.734, -4.639, -0.103)  -0.79
N (-4.485, -2.878, -1.567)  -0.02
N (-3.210, -4.711, -1.839)  -0.37
H (-4.190, -2.477, -2.420)  0.11
H (-5.251, -2.334, -1.226)  0.20
H (-2.481, -4.162, -2.362)  0.24
H (-2.921, -5.653, -1.571)  0.23
C (-5.173, 0.469, -1.368)  0.30
O (-5.214, 0.835, -0.204)  -0.78
N (-4.070, 0.689, -2.094)  1.79
N (-6.306, -0.050, -1.986)  -0.42
H (-4.196, 0.422, -3.078)  -0.52
H (-3.177, 0.447, -1.685)  -0.71
H (-6.347, -0.044, -3.023)  0.20
H (-7.155, 0.282, -1.603)  0.29
C (-0.154, -0.901, -0.189)  -0.41
O (0.619, -1.446, -0.978)  -0.34
N (0.239, -0.132, 0.881)  1.28
N (-1.552, -0.815, -0.371)  1.11
H (-0.376, 0.125, 1.647)  -0.04
H (1.216, -0.230, 1.171)  -0.35
H (-1.966, -1.599, -0.902)  -0.44
H (-2.067, -0.303, 0.304)  -0.29
C (-3.043, 2.013, 2.303)  -0.04
O (-2.251, 1.462, 1.583)  -0.13
N (-4.352, 1.976, 1.965)  -0.23
N (-2.577, 2.686, 3.474)  -0.44
H (-4.908, 2.416, 2.725)  0.15
H (-4.632, 1.939, 0.978)  0.27
H (-3.170, 2.659, 4.277)  0.30
H (-1.684, 2.185, 3.617)  0.08
C (-0.418, -2.447, 5.048)  0.22
O (0.797, -2.529, 5.345)  -0.83
N (-0.833, -2.083, 3.724)  0.32
N (-1.410, -2.534, 5.979)  -0.19
H (-0.279, -2.426, 2.975)  -0.08
H (-1.834, -1.962, 3.570)  0.10
H (-2.396, -2.418, 5.742)  0.17
H (-1.109, -2.868, 6.874)  0.26
C (-4.127, -2.178, 2.969)  0.51
O (-3.683, -1.773, 4.058)  -0.81
N (-4.772, -3.388, 2.905)  -0.39
N (-4.073, -1.376, 1.871)  0.01
H (-4.740, -3.980, 3.724)  0.24
H (-4.880, -3.835, 1.973)  0.18
H (-3.793, -0.409, 1.999)  -0.02
H (-4.705, -1.486, 1.122)  0.09



(4)
Density functional theory data (ωB97M-V/def2-TZVPD) for C11H14ClNS in the gas phase.

Frontier orbital gap ... 9.00 eV
E_HOMO ... -8.42 eV
Energy relative to the best compared isomer or geometry (same formula, charge and spin) ... 2.551 eV
Spin multiplicity ... 1

Each line ends with the Mulliken charge.
Geometry (Å):
C (2.435, -4.305, 0.697)  -0.55
C (1.213, -4.335, 0.059)  -0.41
C (2.986, -3.125, 1.054)  -0.25
C (0.750, -3.161, -0.457)  0.55
C (1.435, -1.966, -0.195)  -0.09
C (0.355, 0.015, 0.379)  -0.92
C (0.927, -0.621, -0.641)  1.05
C (1.163, -0.177, -2.034)  -1.25
C (-1.737, 1.173, -0.918)  -1.45
C (-1.374, 1.745, 1.425)  -1.73
C (-0.743, 1.489, 0.078)  1.29
N (2.523, -1.903, 0.631)  -0.48
S (0.332, 2.900, -0.312)  -0.22
Cl (-0.527, -3.073, -1.554)  -0.19
H (2.580, -5.234, 1.158)  0.41
H (0.872, -5.313, -0.251)  0.39
H (3.975, -3.016, 1.610)  0.34
H (-0.011, -0.376, 1.330)  0.21
H (1.920, 0.475, -2.319)  0.32
H (0.174, 0.312, -2.389)  0.27
H (1.405, -1.102, -2.634)  0.33
H (-2.792, 1.405, -0.694)  0.31
H (-1.732, 0.015, -0.906)  0.31
H (-1.599, 1.328, -1.918)  0.43
H (-0.691, 2.073, 2.203)  0.44
H (-1.710, 0.786, 1.792)  0.41
H (-2.309, 2.380, 1.340)  0.35
H (0.787, 2.576, -1.537)  0.12



(5)
Density functional theory data (ωB97M-V/def2-TZVPD) for C2H4Cl2N2 in the gas phase.

Frontier orbital gap ... 10.93 eV
E_HOMO ... -10.40 eV
Energy relative to the best compared isomer or geometry (same formula, charge and spin) ... 0.142 eV
Spin multiplicity ... 1

Each line ends with the Mulliken charge.
Geometry (Å):
C (0.679, -0.619, 0.031)  0.34
C (0.001, 0.625, -0.416)  -0.02
N (0.046, -1.360, 0.787)  -0.57
N (-1.425, 0.501, -0.267)  -0.54
Cl (2.238, -1.022, -0.611)  -0.16
Cl (1.018, 1.948, 0.461)  -0.23
H (0.230, 0.870, -1.484)  0.26
H (0.503, -2.213, 0.999)  0.28
H (-1.450, -0.170, 0.488)  0.32
H (-1.840, 1.439, 0.011)  0.30



Number 1: molar mass 448.11 u, largest force on an atom 2.74 eV/A. Number 2: molar mass 87.03 u, largest force on an atom 3.22 eV/A. Number 3: molar mass 1474.98 u, largest force on an atom 4.15 eV/A. Number 4: molar mass 227.76 u, largest force on an atom 5.25 eV/A. Number 5: molar mass 126.97 u, largest force on an atom 2.81 eV/A.